C5H9N | wB97M-V/def2-TZVPD

Relative energy (zero: lowest compared OMol25 entry of this formula, charge and spin) ... 4.3028 eV

Positions of all 15 atoms, in Å:
N (1.392, 1.200, -0.897)
C (-0.139, 1.123, 0.870)
C (0.635, 1.847, -0.194)
C (1.087, -0.798, -0.167)
C (-1.397, -0.647, -0.444)
C (-0.194, -0.390, 0.467)
H (-1.300, -0.074, -1.374)
H (-1.136, 1.546, 1.034)
H (1.814, 0.436, -1.418)
H (1.016, -1.578, -0.930)
H (0.429, 1.267, 1.799)
H (-1.471, -1.707, -0.709)
H (-0.331, -0.924, 1.419)
H (-2.336, -0.351, 0.036)
H (1.932, -0.950, 0.508)

=====

C16H16N2O2S | wB97M-V/def2-TZVPD

Relative energy (zero: lowest compared OMol25 entry of this formula, charge and spin) ... 2.5868 eV
SMILES ... Cc1ccc(/C(N)=N/OC(=O)CSc2ccccc2)cc1

Positions of all 37 atoms, in Å:
S (4.483, 0.739, 1.346)
O (2.369, 1.195, -1.469)
O (1.697, 1.884, 0.580)
N (-0.224, 1.931, -1.629)
N (0.386, 1.371, 0.600)
C (-3.558, 0.493, 1.449)
C (3.595, -0.659, 0.660)
C (-5.615, -0.796, 0.817)
C (2.407, -1.057, 1.252)
C (-0.412, 1.400, -0.398)
C (2.132, -2.700, -0.474)
C (-3.695, -0.410, -0.758)
C (-2.312, 1.013, 1.165)
C (-4.271, -0.223, 0.491)
C (1.674, -2.079, 0.676)
C (2.584, 1.655, -0.368)
C (3.330, -2.307, -1.048)
C (4.069, -1.285, -0.480)
C (-1.747, 0.838, -0.096)
C (3.967, 2.008, 0.119)
C (-2.449, 0.114, -1.053)
H (-3.990, 0.642, 2.428)
H (3.977, 2.956, 0.651)
H (0.723, 1.973, -1.988)
H (3.688, -2.791, -1.944)
H (-5.500, -1.686, 1.436)
H (0.736, -2.378, 1.120)
H (1.552, -3.490, -0.928)
H (-6.213, -0.079, 1.376)
H (-4.226, -0.974, -1.512)
H (-0.950, 1.786, -2.311)
H (-6.151, -1.076, -0.086)
H (2.052, -0.552, 2.136)
H (4.665, 2.013, -0.717)
H (-1.758, 1.565, 1.907)
H (-2.017, -0.073, -2.026)
H (4.999, -0.963, -0.924)

=====

C4H10N2O2 | wB97M-V/def2-TZVPD

Relative energy (zero: lowest compared OMol25 entry of this formula, charge and spin) ... 1.3549 eV
SMILES ... CC(N)=O.CC(N)=O

Positions of all 18 atoms, in Å:
O (-1.803, -1.114, -0.326)
O (1.923, 1.310, -0.385)
N (1.775, -1.042, 0.008)
N (-1.854, 1.139, 0.205)
C (-3.927, -0.041, -0.065)
C (2.377, 0.215, -0.089)
C (-2.445, -0.040, -0.099)
C (3.860, -0.075, 0.051)
H (-4.350, 0.907, 0.043)
H (0.764, -1.122, -0.025)
H (4.372, 0.556, -0.673)
H (4.297, 0.280, 0.996)
H (-2.391, 1.936, 0.091)
H (-4.219, -0.595, -0.856)
H (-0.785, 1.224, -0.096)
H (2.264, -1.894, 0.407)
H (4.156, -1.153, -0.169)
H (-4.012, -0.491, 0.982)

=====

C5H10O5 | wB97M-V/def2-TZVPD

Relative energy (zero: lowest compared OMol25 entry of this formula, charge and spin) ... 4.1995 eV
SMILES ... OC[C@H]1O[C@@H](O)[C@@H](O)[C@H]1O

Positions of all 20 atoms, in Å:
O (2.981, 0.528, 0.177)
O (-0.082, -1.711, -0.434)
O (-2.157, 1.161, 0.124)
O (0.142, 1.679, 0.193)
O (-1.129, -0.643, 1.448)
C (-1.558, 0.132, -0.608)
C (-0.039, 0.577, -0.746)
C (0.854, -0.564, -0.619)
C (-1.294, -1.219, 0.054)
C (1.980, -0.540, 0.445)
H (1.457, -0.507, 1.532)
H (2.550, -1.638, 0.639)
H (-1.879, -0.010, 1.553)
H (-1.358, 1.763, 0.388)
H (2.408, 1.447, 0.119)
H (1.108, -0.670, -1.683)
H (0.266, 1.216, 1.090)
H (-0.126, 0.966, -1.918)
H (-1.992, -0.049, -1.711)
H (-2.132, -1.916, -0.046)

=====

C31H49F2N2O7Si | wB97M-V/def2-TZVPD

Net charge ... +1
DFT total energy ... -2335.763949 hartree

Positions of all 92 atoms, in Å:
Si (-3.493, -2.054, 0.439)
F (0.054, -3.872, 3.727)
F (-1.354, -2.723, 4.973)
O (-0.909, 1.336, -5.918)
O (7.155, 1.396, -3.079)
O (-1.110, 0.066, -4.056)
O (6.284, 3.485, -3.049)
O (6.807, 2.555, -1.167)
O (5.669, -1.439, 0.854)
O (-2.465, 1.732, -4.323)
N (0.675, -1.546, 2.222)
N (0.439, -0.471, 4.188)
C (6.792, 2.382, -2.494)
C (-0.185, 2.502, 2.264)
C (1.896, 1.667, 3.680)
C (0.014, -0.229, 5.483)
C (4.934, 2.671, -4.902)
C (-2.975, 2.834, -5.090)
C (-7.065, -3.556, 2.094)
C (2.238, 0.161, 0.930)
C (-1.884, -3.009, 2.660)
C (0.822, 2.821, 3.419)
C (-0.059, 3.093, 4.701)
C (-7.868, -3.753, 0.938)
C (-2.573, -1.720, 2.099)
C (4.239, -1.430, 0.985)
C (-0.089, -0.024, 6.662)
C (-6.037, -2.922, -0.509)
C (-0.785, -2.754, 3.725)
C (-3.614, -0.395, -0.523)
C (-7.354, -3.422, -0.359)
C (0.121, -1.540, 3.442)
C (6.159, 3.456, -4.478)
C (1.276, 0.306, 3.345)
C (-2.367, -3.165, -0.641)
C (-3.872, 2.350, -6.211)
C (-5.234, -2.741, 0.679)
C (7.256, 1.411, -0.438)
C (3.771, 0.026, 1.289)
C (1.422, -0.356, 2.126)
C (-1.437, 1.079, -4.870)
C (-5.731, -3.040, 1.978)
C (-0.071, -0.772, -4.565)
H (0.541, -2.262, 1.513)
H (-4.657, 1.701, -5.819)
H (-4.080, 0.415, 0.071)
H (-1.465, -3.692, 1.889)
H (4.362, 0.794, 0.740)
H (4.042, 3.054, -4.402)
H (8.219, 1.059, -0.805)
H (6.511, 0.617, -0.495)
H (2.031, 1.229, 0.712)
H (-0.439, -1.350, -5.412)
H (5.982, -2.142, 1.439)
H (0.548, 3.287, 5.606)
H (-8.890, -4.157, 1.021)
H (-0.715, 3.959, 4.448)
H (2.779, 1.888, 3.053)
H (3.895, 0.230, 2.376)
H (-2.495, -4.239, -0.392)
H (-2.474, -2.936, -1.721)
H (0.804, -0.188, -4.851)
H (-4.333, 3.193, -6.726)
H (-1.060, 1.888, 2.593)
H (-7.958, -3.539, -1.275)
H (-3.309, 1.766, -6.941)
H (1.966, -0.407, 0.011)
H (-5.117, -2.871, 2.883)
H (0.215, -1.460, -3.771)
H (-2.682, -3.595, 3.177)
H (-0.058, 0.105, 7.746)
H (2.127, 1.671, 4.765)
H (5.028, 1.619, -4.630)
H (-0.741, 2.225, 4.820)
H (1.350, 3.755, 3.118)
H (-5.603, -2.644, -1.488)
H (-2.601, -0.083, -0.882)
H (7.067, 3.061, -4.936)
H (4.791, 2.735, -5.981)
H (3.760, -1.834, 0.062)
H (3.924, -2.076, 1.844)
H (-1.318, -2.903, -0.336)
H (-3.276, -1.347, 2.884)
H (-0.621, 3.466, 1.908)
H (6.060, 4.492, -4.800)
H (0.262, 2.018, 1.373)
H (7.371, 1.706, 0.604)
H (-7.459, -3.797, 3.096)
H (-1.880, -0.876, 1.880)
H (-4.184, -0.643, -1.450)
H (-3.551, 3.449, -4.400)
H (-2.158, 3.451, -5.468)

=====

C25H17F10N3OOs | wB97M-V/def2-TZVPD

DFT total energy ... -2291.728719 hartree

Positions of all 57 atoms, in Å:
Os (0.008, -0.212, 0.744)
F (1.554, -2.681, -1.015)
F (-2.781, -2.498, 0.203)
F (-2.786, 0.031, -0.482)
F (-0.560, -3.088, -0.789)
F (-2.241, -2.051, 2.251)
F (1.138, -0.243, -1.980)
F (-4.139, -1.376, 1.467)
F (-2.647, 0.685, 1.585)
F (-1.002, -0.606, -2.145)
F (0.287, -2.808, -2.763)
O (1.967, -0.339, 0.713)
N (-0.138, 0.188, 2.638)
N (0.963, 3.592, -0.596)
N (0.101, 1.707, 0.057)
C (0.418, 2.480, 3.136)
C (4.201, 0.041, 0.211)
C (-0.949, 3.806, 4.601)
C (3.653, 2.536, -0.761)
C (0.528, -2.306, 5.305)
C (5.234, 0.816, -0.272)
C (0.161, 3.682, 3.777)
C (1.241, 2.314, -0.255)
C (-0.387, 3.798, -0.508)
C (0.665, -3.444, 4.522)
C (-1.528, 1.513, 4.164)
C (0.339, -2.373, -1.501)
C (0.527, -3.358, 3.139)
C (0.109, -0.986, 3.348)
C (-2.849, -1.567, 1.153)
C (4.957, 2.086, -0.777)
C (-1.792, 2.718, 4.791)
C (-0.915, 2.617, -0.103)
C (2.879, 0.493, 0.219)
C (2.600, 1.764, -0.252)
C (-2.161, -0.284, 0.690)
C (0.062, -0.869, -1.335)
C (0.256, -2.137, 2.565)
C (0.246, -1.077, 4.727)
C (-0.427, 1.396, 3.325)
H (1.644, 4.282, -0.855)
H (4.374, -0.957, 0.593)
H (-2.661, 2.810, 5.428)
H (0.628, -4.237, 2.519)
H (0.130, -2.113, 1.463)
H (0.829, 4.520, 3.636)
H (0.640, -2.375, 6.378)
H (-2.190, 0.664, 4.289)
H (0.147, -0.187, 5.335)
H (5.743, 2.706, -1.184)
H (-0.849, 4.740, -0.739)
H (-1.156, 4.745, 5.097)
H (0.881, -4.397, 4.985)
H (6.247, 0.436, -0.271)
H (1.287, 2.359, 2.503)
H (-1.931, 2.364, 0.078)
H (3.454, 3.514, -1.182)